# C27H57INO11S

A 7-piece molecular cluster, C27H57INO11S overall at a distorted geometry (wB97M-V/def2-TZVPD, the OMol25 dataset).

Structure (ORCA input):
```
! wB97M-V def2-TZVPD RIJCOSX def2/J DEFGRID3
* xyz 1 1
C 7.10 -2.24 2.63
C 6.01 -1.26 3.06
C 4.68 -1.48 2.31
C 4.17 -0.21 1.66
O 2.72 -0.11 1.83
C 1.99 0.39 0.83
C 2.05 1.75 0.50
S 3.09 2.94 1.27
N 1.26 2.23 -0.47
C 0.38 1.48 -1.15
C 0.29 0.13 -0.86
I -1.03 -0.88 -2.14
C 1.09 -0.44 0.13
C 1.06 -1.91 0.47
O 2.05 -2.44 0.83
O -0.09 -2.57 0.29
C -0.88 -2.75 1.49
C -1.96 -1.70 1.60
O -2.41 -1.72 2.95
C -3.77 -1.54 3.07
O -4.49 -2.48 3.08
C -4.26 -0.14 3.18
C -5.57 -0.05 3.94
H 7.55 -1.87 1.71
H 7.90 -2.22 3.36
H 6.74 -3.25 2.49
H 6.38 -0.26 2.86
H 5.84 -1.30 4.13
H 4.87 -2.21 1.54
H 3.93 -1.89 2.97
H 4.61 0.64 2.18
H 4.46 -0.12 0.62
H 2.67 2.75 2.54
H 1.31 3.21 -0.73
H -0.21 1.96 -1.91
H -1.35 -3.71 1.38
H -0.26 -2.80 2.39
H -2.78 -1.96 0.94
H -1.57 -0.71 1.34
H -3.52 0.50 3.65
H -4.41 0.28 2.18
H -5.79 0.98 4.19
H -5.54 -0.61 4.86
H -6.39 -0.41 3.32
C 3.46 3.07 7.04
C 3.21 2.47 5.67
O 2.13 3.14 4.99
H 2.56 3.02 7.65
H 4.26 2.54 7.55
H 3.74 4.12 6.95
H 2.91 1.43 5.75
H 4.11 2.52 5.06
H 2.37 4.06 4.90
C -0.53 -0.97 -6.53
C 0.76 -0.21 -6.32
O 0.62 0.82 -5.34
H -1.32 -0.29 -6.84
H -0.42 -1.74 -7.29
H -0.85 -1.44 -5.59
H 1.08 0.28 -7.24
H 1.56 -0.89 -6.01
H 0.36 0.41 -4.51
C -3.32 2.03 7.73
C -3.92 1.72 6.37
O -5.30 2.05 6.33
H -3.85 1.48 8.51
H -2.27 1.77 7.77
H -3.43 3.10 7.96
H -3.83 0.65 6.16
H -3.39 2.27 5.58
H -5.37 2.99 6.52
C -1.02 -5.19 -1.75
C -1.15 -5.67 -3.18
O -2.16 -4.95 -3.90
H -1.98 -5.30 -1.23
H -0.27 -5.76 -1.21
H -0.75 -4.13 -1.71
H -1.45 -6.72 -3.21
H -0.20 -5.57 -3.71
H -1.90 -4.02 -3.90
C -5.03 -0.69 -9.38
C -3.96 0.09 -8.64
O -2.67 -0.52 -8.76
H -5.08 -1.71 -9.02
H -6.01 -0.22 -9.26
H -4.80 -0.73 -10.45
H -4.18 0.12 -7.57
H -3.91 1.12 -9.00
H -2.45 -0.54 -9.70
C 2.58 4.51 -4.02
C 1.31 3.71 -3.83
O 0.62 4.11 -2.62
H 3.25 4.39 -3.17
H 3.09 4.20 -4.93
H 2.35 5.58 -4.10
H 1.54 2.65 -3.73
H 0.63 3.83 -4.67
H 0.40 5.04 -2.71
*
```

Relative energy (zero: lowest compared OMol25 entry of this formula, charge and spin) ... 0.00 kcal/mol
Largest force on an atom ... 1.221 eV Å⁻¹
Frontier orbital gap ... 0.272 Eh
Calculated total energy ... -71862.9868 eV

=====

# C4H11ClN2

A 2-piece molecular cluster, C4H11ClN2 overall at a distorted geometry (wB97M-V/def2-TZVPD, the OMol25 dataset).

Structure (ORCA input):
```
! wB97M-V def2-TZVPD RIJCOSX def2/J DEFGRID3
* xyz 0 1
C -0.59 2.45 -0.67
C 0.87 -1.39 -0.89
C -0.76 1.35 0.30
C 1.17 -0.97 0.48
N -2.03 -0.43 1.13
N -1.68 0.43 0.26
Cl 2.67 0.12 0.59
H -1.56 2.94 -0.89
H -0.18 1.97 -1.70
H 0.22 3.05 -0.33
H 1.72 -1.85 -1.42
H 0.52 -0.56 -1.41
H 0.07 -2.06 -0.89
H -0.33 1.65 1.25
H 1.49 -1.87 1.09
H 0.45 -0.48 1.05
H -2.66 -1.09 0.73
H -2.23 0.52 -0.59
*
```

Relative energy (zero: lowest compared OMol25 entry of this formula, charge and spin) ... 29.14 kcal/mol
Largest force on an atom ... 4.292 eV Å⁻¹
Frontier orbital gap ... 0.316 Eh
Calculated total energy ... -19826.0071 eV

=====

# C35H52AsIrP3S

C35H52AsIrP3S as an isolated structure at a distorted geometry (wB97M-V/def2-TZVPD, the OMol25 dataset).

Structure (ORCA input):
```
! wB97M-V def2-TZVPD RIJCOSX def2/J DEFGRID3
* xyz 3 5
Ir -0.85 -0.20 -1.35
P -2.01 1.63 -1.00
P -2.63 -2.21 0.17
P 1.06 0.86 -1.97
H -1.32 -2.79 -2.05
C -0.38 -2.24 -2.07
C 0.35 -2.08 -0.87
H -0.03 -2.54 0.06
C -3.13 1.89 -2.43
C -3.12 1.62 0.46
C -1.21 3.25 -0.70
C -2.15 -3.97 0.22
C -2.77 -1.74 1.92
C -4.31 -2.22 -0.52
C 2.41 -0.21 -2.59
C 1.93 1.85 -0.70
C 0.70 2.02 -3.35
H 0.14 -2.20 -3.04
H 1.43 -1.93 -0.93
H -3.66 2.86 -2.34
H -3.87 1.08 -2.46
H -2.55 1.88 -3.36
H -3.64 2.59 0.52
H -2.53 1.50 1.38
H -3.87 0.82 0.39
H -1.98 4.02 -0.57
H -0.55 3.56 -1.52
H -0.63 3.22 0.24
H -3.03 -4.59 0.46
H -1.39 -4.15 0.99
H -1.75 -4.30 -0.74
H -3.48 -2.40 2.44
H -3.11 -0.70 2.00
H -1.79 -1.82 2.41
H -4.86 -3.09 -0.14
H -4.24 -2.28 -1.62
H -4.85 -1.30 -0.26
H 3.18 0.41 -3.06
H 2.02 -0.91 -3.35
H 2.87 -0.77 -1.76
H 2.95 2.09 -1.03
H 2.02 1.26 0.23
H 1.42 2.79 -0.48
H 1.16 1.65 -4.27
H 1.09 3.02 -3.10
H -0.39 2.09 -3.52
C 0.44 -1.42 -6.28
C 0.07 -0.91 -7.56
C 0.47 -1.56 -8.71
C 1.29 -2.70 -8.63
C 1.74 -3.16 -7.37
C 1.35 -2.51 -6.20
S -0.25 -0.74 -4.92
H -1.71 -0.67 0.03
H -0.55 -0.01 -7.58
H 0.13 -1.18 -9.69
H 1.59 -3.22 -9.54
H 2.40 -4.03 -7.31
H 1.69 -2.83 -5.22
C 1.25 5.02 4.72
C 1.38 4.90 3.33
C 1.13 3.68 2.70
C 0.77 2.56 3.47
C 0.65 2.67 4.86
C 0.88 3.90 5.48
As 0.43 0.89 2.48
C 2.28 0.19 2.57
C 2.67 -0.75 1.60
C 3.98 -1.24 1.59
C 4.90 -0.82 2.56
C 4.50 0.11 3.53
C 3.20 0.62 3.53
C -0.30 -0.21 3.93
C 0.24 -1.47 4.21
C -0.37 -2.29 5.17
C -1.53 -1.85 5.84
C -2.07 -0.59 5.55
C -1.46 0.23 4.59
H 1.44 5.98 5.21
H 1.67 5.77 2.74
H 1.24 3.59 1.62
H 0.39 1.80 5.46
H 0.78 3.98 6.57
H 1.95 -1.09 0.85
H 4.28 -1.96 0.82
H 5.92 -1.21 2.55
H 5.21 0.44 4.29
H 2.90 1.36 4.28
H 1.14 -1.81 3.70
H 0.05 -3.27 5.40
H -2.00 -2.49 6.58
H -2.95 -0.23 6.08
H -1.88 1.20 4.35
*
```

Relative energy (zero: lowest compared OMol25 entry of this formula, charge and spin) ... 37.42 kcal/mol
Largest force on an atom ... 3.245 eV Å⁻¹
Frontier orbital gap (alpha / beta) ... 0.190 / 0.107 Eh
Calculated total energy ... -139488.5440 eV

=====

# C21H14Br2F3KN6O

C21H14Br2F3KN6O as an isolated structure at a distorted geometry (wB97M-V/def2-TZVPD, the OMol25 dataset).

Structure (ORCA input):
```
! wB97M-V def2-TZVPD RIJCOSX def2/J DEFGRID3
* xyz 0 1
K -0.09 -0.16 0.03
Br -4.23 -3.24 -0.25
C -4.38 -1.36 -0.11
C -5.65 -0.78 -0.18
C -5.81 0.57 -0.07
Br -7.57 1.30 -0.18
C -4.69 1.41 0.11
C -4.77 2.82 0.23
C -3.64 3.55 0.42
C -2.41 2.88 0.48
N -2.28 1.59 0.35
C -3.40 0.83 0.17
C -3.20 -0.62 0.06
O -2.05 -1.14 0.12
H -6.52 -1.42 -0.31
H -5.74 3.30 0.19
H -3.68 4.63 0.53
H -1.49 3.45 0.63
N 4.69 -1.63 -0.01
C 5.20 -0.36 -0.09
C 4.12 0.47 -0.16
N 2.96 -0.26 -0.14
C 3.33 -1.52 -0.05
C 2.40 -2.64 0.00
N 1.10 -2.48 0.03
C 0.56 -3.74 0.06
C 1.55 -4.67 0.05
N 2.73 -3.96 0.01
H 5.23 -2.47 0.07
H 6.26 -0.16 -0.08
H 4.11 1.54 -0.24
H -0.51 -3.88 0.09
H 1.54 -5.75 0.07
H 3.65 -4.36 -0.02
F 2.52 7.12 -1.13
C 2.10 6.62 0.04
F 3.08 6.84 0.94
F 1.04 7.35 0.43
C 1.75 5.16 -0.06
C 2.09 4.27 0.94
C 1.70 2.95 0.79
N 1.01 2.50 -0.25
C 0.69 3.37 -1.21
C 1.04 4.71 -1.16
H 2.64 4.59 1.81
H 1.95 2.22 1.55
H 0.11 2.98 -2.04
H 0.76 5.38 -1.96
*
```

Relative energy (zero: lowest compared OMol25 entry of this formula, charge and spin) ... 5.33 kcal/mol
Largest force on an atom ... 2.315 eV Å⁻¹
Frontier orbital gap ... 0.227 Eh
Calculated total energy ... -197557.1303 eV

=====

# C22H40Cl2N5O3Zn

C22H40Cl2N5O3Zn as an isolated structure at a distorted geometry (wB97M-V/def2-TZVPD, the OMol25 dataset).

Structure (ORCA input):
```
! wB97M-V def2-TZVPD RIJCOSX def2/J DEFGRID3
* xyz -1 1
O 2.94 1.32 -1.79
C 2.16 1.79 -2.58
C 1.48 3.12 -2.55
C 0.83 3.61 -1.41
H 0.43 2.92 -0.66
C 0.63 4.98 -1.35
H 0.25 5.43 -0.45
C 1.00 5.78 -2.46
H 0.96 6.85 -2.37
C 1.40 5.21 -3.67
H 1.66 5.80 -4.54
C 1.56 3.83 -3.75
H 1.78 3.31 -4.68
H 1.93 1.16 -3.49
C -0.11 -0.55 -4.17
C -0.95 0.30 -3.28
H -0.12 -0.30 -5.25
H -0.58 -1.53 -4.04
H 0.95 -0.73 -3.90
C -1.47 1.48 -3.54
C -2.55 1.44 -4.54
H -1.32 2.44 -3.02
H -2.53 2.22 -5.31
H -3.52 1.45 -4.02
H -2.49 0.45 -5.02
Zn -1.81 -0.27 -1.58
Cl -1.72 1.40 -0.18
Cl -3.30 -1.65 -2.47
C -2.93 -1.34 1.24
O -1.71 -1.54 1.33
N -3.87 -2.15 1.79
C -3.48 -3.39 2.43
C -5.27 -1.78 1.87
H -3.35 -0.47 0.70
H -2.40 -3.53 2.32
H -4.02 -4.23 1.97
H -3.76 -3.37 3.49
H -5.40 -0.78 1.43
H -5.60 -1.77 2.91
H -5.89 -2.49 1.32
H 1.42 -4.89 -1.09
H 3.85 -3.76 -0.81
C 1.30 -4.09 -1.84
C 3.48 -2.99 -1.51
N 2.03 -2.91 -1.45
H 0.24 -3.85 -1.95
C 1.39 -1.79 -1.03
O 0.16 -1.63 -1.16
H 3.91 -2.02 -1.25
H 2.04 -1.03 -0.56
H 1.70 -4.46 -2.79
H 3.79 -3.28 -2.52
C -1.25 0.76 3.88
N 0.09 0.32 4.20
C 0.29 -0.05 5.59
C 0.99 0.09 3.19
N 0.70 0.02 1.93
N 2.33 -0.01 3.46
C 3.04 0.07 4.70
C 3.12 -0.25 2.28
H -1.61 1.43 4.67
H -1.95 -0.09 3.81
H -1.23 1.28 2.93
H 0.90 -0.95 5.70
H 0.73 0.78 6.16
H -0.70 -0.25 6.03
H -0.28 -0.19 1.68
H 3.28 -0.93 5.11
H 4.00 0.58 4.51
H 2.51 0.64 5.47
H 3.08 -1.31 1.99
H 2.66 0.31 1.46
H 4.15 0.05 2.46
*
```

Largest force on an atom ... 5.075 eV Å⁻¹
Frontier orbital gap (alpha / beta) ... 0.174 / 0.174 Eh
Calculated total energy ... -110518.1369 eV

=====

# C8H16N4

An isolated ion of composition C8H16N4 and charge +2 at a distorted geometry (wB97M-V/def2-TZVPD, the OMol25 dataset).

Structure (ORCA input):
```
! wB97M-V def2-TZVPD RIJCOSX def2/J DEFGRID3
* xyz 2 1
C 2.27 -2.28 0.13
C -1.11 -0.77 0.06
C 3.56 -1.59 0.33
C 3.61 -0.15 0.61
C 3.42 0.86 -0.26
C 0.07 -1.24 0.00
C -3.81 0.75 -0.72
C -3.62 -0.75 -0.25
N 1.13 -1.77 0.14
N -1.33 0.65 0.83
N -2.29 -1.14 -0.57
N 3.72 2.17 0.10
H 2.39 -3.36 0.00
H 4.07 -2.18 1.14
H 4.26 -1.91 -0.49
H 3.73 0.06 1.63
H 3.32 0.81 -1.32
H -3.46 1.52 -0.01
H -3.16 0.98 -1.61
H -4.81 1.12 -0.96
H -4.20 -1.45 -0.94
H -3.89 -0.95 0.76
H -1.44 0.43 1.82
H -2.24 1.03 0.43
H -2.31 -1.82 -1.38
H -0.59 1.37 0.80
H 3.87 2.90 -0.54
H 4.16 2.33 1.12
*
```

Relative energy (zero: lowest compared OMol25 entry of this formula, charge and spin) ... 94.56 kcal/mol
Largest force on an atom ... 5.418 eV Å⁻¹
Frontier orbital gap ... 0.203 Eh
Calculated total energy ... -14494.5460 eV

=====

- Which of these has the lowest calculated total energy?
  C21H14Br2F3KN6O

=====

- What is the largest force on an atom in the first record?
  1.221 eV Å⁻¹